This record from the Open Molecules 2025 dataset describes C36H36ClN4O4PPtSTe as an isolated structure. The level of theory is the ωB97M-V functional and the def2-TZVPD basis.

## Properties
multiplicity = 5
orbital gap (alpha / beta) = 5.81 / 4.62 eV
HOMO energy (alpha / beta) = -11.10 / -12.41 eV
ΔE to the lowest compared entry with this formula, charge and spin = 1.093 eV
expectation value of S² = 6.113
net charge = +2

The geometry in XYZ format:
```
85
C36H36ClN4O4PPtSTe, DFT the ωB97M-V functional and the def2-TZVPD basis
Pt 1.03581 0.87442 -0.20967
C -8.68703 0.10862 -3.92193
O -8.04797 1.22244 -4.53360
C -7.25181 1.99297 -3.76288
C -6.72736 3.13387 -4.38364
C -5.91282 3.98883 -3.68906
C -5.58660 3.72475 -2.34431
C -6.12221 2.58744 -1.72481
C -6.94431 1.71982 -2.43103
N -4.75526 4.60932 -1.70414
N -4.40257 4.44679 -0.47912
C -3.27286 3.80094 -0.11779
C -3.08815 3.58171 1.25432
C -2.08278 2.75206 1.74024
C -1.18939 2.16349 0.88108
O -0.23598 1.28472 1.29877
C -1.24244 2.49296 -0.48283
N -0.22739 1.99444 -1.26346
C -0.18539 2.28310 -2.55074
C -1.14425 3.09348 -3.15194
C -2.17342 3.60333 -2.39616
C -2.25955 3.30286 -1.02579
H -9.29895 -0.34605 -4.69305
H -9.32207 0.42779 -3.09384
H -7.95335 -0.61857 -3.56604
H -7.00315 3.33129 -5.41195
H -5.51359 4.88020 -4.15761
H -5.90421 2.40788 -0.67925
H -7.35720 0.85373 -1.93509
H -3.79762 4.04227 1.92838
H -1.98866 2.56399 2.80324
H 0.64405 1.88147 -3.11517
H -1.05291 3.33142 -4.20189
H -2.90581 4.25396 -2.85152
Te -0.61394 -1.17764 2.11038
C -1.59822 -2.78924 2.86700
C -1.12627 -3.58822 3.90069
C -2.05933 -4.57074 4.29003
C -3.21811 -4.49891 3.56317
S -3.18758 -3.24730 2.41282
H -0.14963 -3.46850 4.35319
H -1.88994 -5.29423 5.07477
H -4.09245 -5.12759 3.65323
C 3.98746 -0.80042 2.58540
C 3.21416 -0.84041 1.30711
O 2.25770 -0.06362 1.19340
C 3.55461 -1.84306 0.28204
C 2.51912 -2.52084 -0.36084
C 2.82049 -3.56824 -1.21826
C 4.14508 -3.91105 -1.46158
C 5.17804 -3.22133 -0.83425
C 4.88421 -2.20039 0.05319
H 3.38921 -0.33729 3.36622
H 4.87738 -0.17845 2.43946
H 4.32053 -1.79372 2.87985
H 1.48563 -2.25071 -0.15871
H 2.02327 -4.12418 -1.69677
H 4.37675 -4.72503 -2.13674
H 6.20823 -3.49478 -1.02150
H 5.68811 -1.67415 0.55479
C -1.26158 -2.37763 -3.39764
P -1.66668 -2.28952 -1.65937
C -3.31051 -1.60201 -1.56218
C -1.77163 -3.98011 -1.09247
O -0.65811 -1.46677 -0.87911
H -2.02108 -2.93595 -3.94840
H -0.30094 -2.88142 -3.52072
H -1.19990 -1.36787 -3.80692
H -4.03378 -2.22218 -2.09526
H -3.30467 -0.60124 -1.99758
H -3.60654 -1.52778 -0.51433
H -2.44293 -4.56663 -1.72351
H -2.14456 -4.00232 -0.06467
H -0.77624 -4.42588 -1.11690
Cl 6.10845 1.73318 -2.29669
C 4.59539 0.95295 -2.50841
C 4.38471 0.06600 -3.54990
C 3.14325 -0.53566 -3.65917
C 2.17024 -0.26092 -2.72104
N 2.38671 0.59762 -1.71636
C 3.57646 1.21215 -1.61593
H 5.17648 -0.13907 -4.25880
H 2.93318 -1.22766 -4.46310
H 1.19266 -0.72529 -2.73521
H 3.70128 1.92607 -0.81458
```

These are the Löwdin partial charges, in e, on atoms 1 to 6: atom 1 (Pt): 1.17, atom 2 (C): -0.06, atom 3 (O): -0.06, atom 4 (C): -0.28, atom 5 (C): 0.01, atom 6 (C): -0.01


This record from the Open Molecules 2025 dataset describes C36H36ClO12 as an isolated structure at a distorted geometry. The level of theory is the ωB97M-V functional and the def2-TZVPD basis.

## Properties
orbital gap = 7.63 eV
HOMO energy = -5.42 eV
ΔE to the lowest compared entry with this formula, charge and spin = 1.250 eV
net charge = -1

The geometry in XYZ format:
```
85
C36H36ClO12, DFT the ωB97M-V functional and the def2-TZVPD basis
Cl 0.38333 0.42591 1.15814
C -1.39077 -4.73428 -0.82640
C -1.13526 -3.17454 -0.83515
C -0.55532 -2.61558 -1.84224
C -0.19107 -3.33670 -2.94911
C -0.45779 -4.72243 -2.94472
C -0.94803 -5.52357 -1.89764
O -0.89856 -6.84009 -1.90346
O -0.18001 -1.25474 -1.70349
H -1.70294 -5.21470 0.04391
H -1.36758 -2.49878 -0.03795
H 0.40300 -2.98483 -3.71276
H -0.01562 -5.03923 -4.05316
H -0.04810 -6.90405 -2.41921
H -0.21586 -0.84310 -0.72865
C -5.35345 0.60712 0.21489
C -3.95932 0.83300 0.88194
C -3.77989 0.62543 2.18236
C -4.97426 0.33336 3.03645
C -6.16577 0.19828 2.44922
C -6.36930 0.24967 1.17075
O -7.74527 0.16997 0.69598
O -2.52389 0.84241 2.76002
H -5.47030 0.89631 -0.87046
H -3.28071 1.05899 0.07152
H -4.88869 0.34313 4.22906
H -7.20131 -0.01704 3.29503
H -7.83816 -0.20572 -0.16829
H -1.75568 0.61507 2.14991
C -1.86856 3.97823 -2.42975
C -3.16353 4.16997 -3.19020
C -3.77058 3.03003 -3.72407
C -3.12721 1.81471 -3.42226
C -1.94654 1.62057 -2.78591
C -1.31017 2.68788 -2.25478
O -0.13719 2.48333 -1.52484
O -4.95556 3.04066 -4.31005
H -1.25134 4.90044 -2.07433
H -3.52694 5.09251 -3.51903
H -3.59374 0.84420 -3.86513
H -1.58663 0.53364 -2.68964
H -0.11960 1.83072 -0.96614
H -5.27099 3.84356 -4.47865
C 0.34280 3.97710 1.91952
C -0.07917 5.36401 1.41329
C 0.69607 6.47278 1.71580
C 1.95943 6.29372 2.36465
C 2.42721 4.95421 2.88335
C 1.56460 3.91600 2.73990
O 1.95054 2.76569 3.28778
O 0.32805 7.70565 1.39394
H -0.23558 3.17045 1.45580
H -1.03381 5.42970 0.75731
H 2.65392 7.13737 2.49831
H 3.20222 4.84986 3.58159
H 1.93539 2.02553 2.84396
H 0.99548 8.50591 1.18008
C 5.50968 0.58786 -0.75493
C 6.42311 -0.12445 -1.75629
C 5.96024 -1.30483 -2.34794
C 4.57044 -1.76560 -2.05943
C 3.77021 -1.08905 -1.07680
C 4.16142 0.09408 -0.50146
O 3.54077 0.83907 0.29480
O 6.64662 -1.80680 -3.35797
H 5.90198 1.47205 -0.29651
H 7.45553 0.17565 -2.03530
H 4.14237 -2.61988 -2.43297
H 2.80044 -1.61417 -0.98535
H 2.70344 0.71699 0.32325
H 7.25835 -1.27617 -3.75559
C 2.15609 -2.55092 2.75456
C 3.37097 -3.45416 2.61230
C 3.12369 -4.81138 2.36466
C 1.75978 -5.28871 2.18249
C 0.69040 -4.48919 2.42466
C 0.86817 -3.13575 2.69919
O -0.22358 -2.30816 2.98109
O 4.08030 -5.67833 2.10259
H 2.41440 -1.64566 3.00571
H 4.35106 -3.07798 2.72024
H 1.75282 -6.42433 2.02805
H -0.32118 -4.93253 2.34127
H -0.06917 -1.69522 2.26357
H 3.74975 -6.52011 2.01518
```

These are the Löwdin partial charges, in e, on atoms 1 to 6: atom 1 (Cl): 0.07, atom 2 (C): 0.08, atom 3 (C): 0.02, atom 4 (C): -0.38, atom 5 (C): -0.03, atom 6 (C): -0.04


Question: Which of these has the lowest net charge?
Answer: C36H36ClO12


Question: Which of these has the lowest net charge?
Answer: C36H36ClO12


Question: Among the records above, which one has the highest ΔE to the lowest compared entry with this formula, charge and spin?
Answer: C36H36ClO12